{"formula": "C26H32FN3O4", "method": "ωB97M-V/def2-TZVPD", "elements": ["C", "H", "H", "H", "C", "C", "C", "O", "C", "C", "C", "C", "C", "C", "O", "H", "H", "O", "C", "H", "C", "O", "N", "H", "C", "C", "H", "H", "C", "N", "C", "C", "N", "C", "C", "C", "C", "C", "C", "H", "H", "F", "H", "H", "C", "C", "H", "H", "H", "H", "H", "H", "H", "H", "H", "H", "H", "H", "H", "H", "H", "H", "C", "H", "H", "H"], "positions_angstrom": [[3.040, 0.386, 1.876], [2.094, 0.035, 1.470], [3.322, -0.259, 2.703], [3.797, 0.313, 1.099], [2.916, 1.838, 2.350], [1.844, 1.954, 3.437], [0.474, 1.605, 2.895], [-0.350, 0.979, 3.523], [0.239, 2.142, 1.547], [-1.058, 2.148, 1.027], [-1.308, 2.645, -0.238], [-0.243, 3.202, -0.961], [1.034, 3.215, -0.451], [1.304, 2.661, 0.802], [2.583, 2.665, 1.225], [1.850, 3.639, -1.014], [-0.448, 3.622, -1.933], [-2.520, 2.670, -0.868], [-3.575, 1.836, -0.435], [-4.409, 2.464, -0.098], [-4.095, 0.932, -1.563], [-4.991, 0.139, -1.357], [-3.504, 1.131, -2.748], [-2.719, 1.764, -2.780], [-3.830, 0.374, -3.929], [-2.718, -0.594, -4.338], [-3.029, -1.100, -5.253], [-1.809, -0.031, -4.556], [-2.437, -1.643, -3.258], [-1.590, -1.125, -2.194], [-1.799, -1.828, -0.938], [-0.967, -1.184, 0.175], [0.442, -1.178, -0.159], [1.261, -2.225, 0.236], [1.185, -2.697, 1.555], [2.030, -3.683, 2.016], [2.983, -4.209, 1.162], [3.099, -3.761, -0.138], [2.241, -2.778, -0.596], [2.341, -2.456, -1.620], [3.848, -4.185, -0.788], [3.820, -5.175, 1.611], [1.965, -4.039, 3.032], [0.470, -2.268, 2.239], [0.633, -0.512, -1.428], [-0.181, -1.170, -2.544], [-0.024, -0.627, -3.478], [0.159, -2.213, -2.690], [1.693, -0.479, -1.679], [0.281, 0.518, -1.305], [-1.140, -1.717, 1.108], [-1.279, -0.145, 0.300], [-2.857, -1.762, -0.678], [-1.521, -2.895, -1.022], [-3.389, -1.944, -2.817], [-1.983, -2.536, -3.720], [-4.033, 1.068, -4.752], [-4.742, -0.181, -3.700], [-3.291, 1.183, 0.391], [-1.835, 1.771, 1.675], [1.796, 2.988, 3.795], [2.084, 1.310, 4.283], [4.259, 2.358, 2.858], [4.999, 2.297, 2.064], [4.169, 3.397, 3.164], [4.595, 1.765, 3.703]], "atomic_forces_ev_per_a": [[-0.096, 0.382, -0.022], [-0.090, -0.109, -0.065], [0.021, -0.093, 0.114], [0.078, -0.009, -0.077], [0.386, -0.429, 0.458], [-0.054, -0.023, -0.098], [0.417, 0.031, 0.298], [-0.087, -0.024, -0.021], [0.079, 0.137, -0.457], [-0.188, 0.201, -0.224], [0.397, -0.028, 0.224], [-0.146, -0.072, 0.181], [0.044, -0.050, 0.086], [-0.550, -0.135, 0.026], [0.128, 0.272, -0.068], [0.105, 0.035, -0.090], [-0.015, 0.052, -0.131], [-0.023, 0.143, -0.077], [-0.334, -0.247, 0.112], [0.115, -0.144, -0.040], [0.430, 0.555, 0.088], [-0.284, -0.290, 0.257], [0.113, 0.368, -0.248], [-0.113, -0.062, 0.142], [0.026, -0.204, -0.241], [-0.235, -0.082, 0.296], [0.041, 0.038, -0.091], [0.078, -0.013, -0.116], [0.057, 0.099, -0.232], [0.063, -0.088, 0.100], [0.028, 0.075, 0.272], [-0.345, -0.267, -0.075], [-0.094, 0.446, 0.005], [0.327, -0.292, 0.146], [-0.056, 0.014, -0.163], [0.196, -0.213, -0.102], [0.001, 0.075, -0.111], [0.130, -0.244, 0.364], [-0.239, 0.188, -0.002], [-0.032, 0.043, -0.090], [0.082, -0.058, -0.044], [-0.061, 0.061, -0.019], [0.010, -0.045, 0.111], [-0.065, 0.079, 0.072], [0.062, -0.077, -0.269], [0.168, 0.197, 0.087], [0.037, -0.033, -0.027], [-0.032, 0.039, -0.041], [-0.007, 0.040, 0.009], [0.063, -0.040, -0.071], [-0.006, 0.079, 0.009], [-0.074, -0.129, 0.044], [-0.015, -0.059, 0.000], [-0.046, 0.013, 0.004], [0.000, -0.060, 0.006], [-0.053, -0.011, 0.089], [-0.068, -0.084, 0.075], [0.052, 0.083, -0.110], [0.013, 0.037, -0.088], [-0.070, -0.078, 0.003], [0.016, 0.026, 0.006], [-0.027, 0.004, -0.026], [-0.400, -0.009, -0.229], [0.102, -0.030, -0.071], [-0.004, 0.101, 0.057], [0.041, -0.082, 0.094]], "e_tot_ev": -42859.886, "lumo_ha": 0.002, "charge": 0, "e_above_lowest_kcal_mol": 13.54}

---

{"formula": "C3H6NO2", "method": "ωB97M-V/def2-TZVPD", "elements": ["C", "C", "C", "N", "O", "O", "H", "H", "H", "H", "H", "H"], "positions_angstrom": [[-2.100, 1.197, -0.008], [-0.949, 0.636, 0.185], [0.290, 0.244, 0.302], [0.741, -1.174, 0.169], [2.432, 0.670, -0.429], [1.342, 1.053, 0.570], [-2.205, 1.510, -1.105], [-3.022, 1.199, 0.592], [2.931, 1.562, -0.510], [0.608, -1.874, 0.866], [1.652, -1.169, -0.364], [0.260, -1.353, -0.751]], "atomic_forces_ev_per_a": [[-0.804, -0.196, -2.347], [0.561, -0.147, 0.456], [0.535, 0.326, 0.586], [-0.185, 1.296, -5.154], [-0.344, 2.199, 0.663], [1.346, -0.091, -0.277], [-0.240, -0.369, 1.566], [0.916, 0.380, 0.162], [-1.223, -1.856, 0.280], [-0.071, -0.498, 0.801], [0.175, 0.069, 1.908], [-0.665, -1.114, 1.356]], "e_tot_ev": -8780.595, "lumo_ha": -0.163, "charge": 1, "e_above_lowest_kcal_mol": 124.23}